No. 1
Formula: C51H67N2P3RuSi
Source: OMol25
Level of theory: ωB97M-V/def2-TZVPD

CARTESIAN COORDINATES (ANGSTROEM)
1 Ru 0.11 0.28 -0.20
2 C 2.89 -1.85 -3.35
3 C 1.76 -0.90 -3.74
4 C 1.29 -1.17 -5.19
5 P 0.34 -0.82 -2.52
6 C -0.93 0.27 -3.37
7 C -0.27 1.57 -3.84
8 C -1.84 -0.32 -4.44
9 C -0.54 -2.41 -2.49
10 C -0.33 -3.42 -3.44
11 C -1.19 -4.50 -3.51
12 C -2.28 -4.58 -2.65
13 C -2.46 -3.61 -1.68
14 C -1.58 -2.54 -1.56
15 Si -1.58 -1.42 -0.03
16 C -3.19 -0.69 0.65
17 C -4.31 -1.50 0.80
18 C -5.43 -1.05 1.48
19 C -5.42 0.21 2.05
20 C -4.32 1.04 1.89
21 C -3.20 0.61 1.17
22 P -1.83 1.74 0.75
23 C -2.65 2.97 -0.42
24 C -2.55 2.46 -1.85
25 C -4.10 3.36 -0.14
26 C -1.38 2.82 2.24
27 C -1.79 4.29 2.15
28 C -1.85 2.27 3.59
29 C -0.95 -2.55 1.39
30 C -1.38 -3.81 1.57
31 C -1.01 -4.61 2.74
32 C -0.26 -4.12 3.73
33 C 0.29 -2.73 3.67
34 C -0.02 -1.91 2.38
35 P 1.39 -1.20 1.38
36 C 2.17 -2.88 1.04
37 C 2.64 -3.00 -0.41
38 C 3.30 -3.27 1.99
39 C 2.54 -0.27 2.48
40 C 3.80 0.10 1.68
41 C 1.88 1.01 2.99
42 H 3.66 -1.78 -4.11
43 H 2.56 -2.89 -3.29
44 H 3.34 -1.57 -2.40
45 H 2.16 0.11 -3.67
46 H 1.92 -1.95 -5.63
47 H 1.40 -0.28 -5.81
48 H 0.27 -1.51 -5.26
49 H -1.58 0.49 -2.52
50 H 0.41 1.37 -4.67
51 H 0.29 2.05 -3.04
52 H -1.03 2.25 -4.21
53 H -1.39 -0.30 -5.43
54 H -2.75 0.28 -4.49
55 H -2.14 -1.35 -4.22
56 H 0.49 -3.36 -4.14
57 H -1.02 -5.28 -4.24
58 H -2.97 -5.41 -2.73
59 H -3.30 -3.69 -1.00
60 H -4.31 -2.51 0.39
61 H -6.30 -1.69 1.57
62 H -6.28 0.56 2.61
63 H -4.34 2.02 2.33
64 H -2.04 3.87 -0.33
65 H -3.11 1.53 -1.97
66 H -1.50 2.30 -2.13
67 H -2.97 3.19 -2.54
68 H -4.77 2.52 -0.29
69 H -4.37 4.13 -0.86
70 H -4.26 3.78 0.85
71 H -0.29 2.80 2.21
72 H -2.87 4.42 2.18
73 H -1.39 4.79 1.27
74 H -1.38 4.80 3.03
75 H -2.90 2.51 3.77
76 H -1.27 2.74 4.39
77 H -1.72 1.20 3.66
78 H -2.03 -4.27 0.84
79 H -1.40 -5.61 2.80
80 H -0.02 -4.72 4.60
81 H 1.33 -2.71 4.01
82 H 1.34 -3.58 1.17
83 H 3.54 -2.40 -0.57
84 H 1.86 -2.67 -1.09
85 H 2.88 -4.04 -0.65
86 H 4.18 -2.65 1.85
87 H 3.59 -4.30 1.76
88 H 3.02 -3.24 3.04
89 H 2.81 -0.92 3.32
90 H 3.55 0.87 0.95
91 H 4.23 -0.75 1.15
92 H 4.56 0.51 2.35
93 H 1.56 1.62 2.14
94 H 2.61 1.60 3.56
95 H 1.02 0.81 3.63
96 N 1.22 1.82 -0.62
97 C 2.00 2.74 -1.00
98 C 1.69 4.16 -0.67
99 C 0.41 4.64 -0.95
100 C 0.09 5.96 -0.70
101 C 1.05 6.81 -0.16
102 C 2.32 6.33 0.13
103 C 2.65 5.01 -0.13
104 C 3.25 2.47 -1.75
105 C 3.79 3.41 -2.62
106 C 4.95 3.13 -3.33
107 C 5.59 1.91 -3.15
108 C 5.07 0.97 -2.28
109 C 3.90 1.24 -1.59
110 H -0.30 3.96 -1.41
111 H -0.89 6.34 -0.94
112 H 0.81 7.85 0.04
113 H 3.07 7.00 0.54
114 H 3.64 4.63 0.10
115 H 3.29 4.36 -2.78
116 H 5.35 3.87 -4.01
117 H 6.49 1.70 -3.71
118 H 5.58 0.03 -2.13
119 H 3.48 0.51 -0.90
120 C -0.88 -1.31 5.69
121 C -0.51 -1.61 4.29
122 N -0.72 -0.93 3.22
123 H -1.96 -1.15 5.78
124 H -0.39 -0.39 6.01
125 H -0.59 -2.11 6.36

Properties
Total charge: +2
2S+1: 5
Expectation value of S²: 6.027
Kohn-Sham gap (spin up / spin down): 8.130 / 5.843 eV
HOMO (spin up / spin down): -12.96 / -13.03 eV
Energy relative to the best compared isomer or geometry (same formula, charge and spin): 59.7 kcal per mole

---

No. 2
Formula: C27H64F2NO9S6
Source: OMol25
Level of theory: ωB97M-V/def2-TZVPD

CARTESIAN COORDINATES (ANGSTROEM)
1 C -0.42 -4.60 4.06
2 C -1.36 -3.89 3.11
3 F -2.39 -3.29 3.85
4 C -0.75 -2.80 2.22
5 C 0.39 -1.98 2.88
6 C 0.27 -0.50 2.45
7 C -0.82 0.20 3.31
8 C -1.95 0.74 2.42
9 C -3.27 0.99 3.15
10 O -3.08 1.35 4.52
11 C 1.60 0.26 2.50
12 C 2.60 -0.28 3.50
13 N 2.76 -1.78 3.49
14 F 4.06 -2.09 3.10
15 C 1.77 -2.62 2.71
16 C 2.26 -3.04 1.32
17 C 2.72 -2.00 0.29
18 C 1.69 -1.40 -0.67
19 C 0.65 -2.39 -1.15
20 O 0.91 -3.54 -1.42
21 O -0.60 -1.90 -1.33
22 H -1.02 -5.25 4.70
23 H 0.14 -3.92 4.71
24 H 0.25 -5.27 3.52
25 H -1.82 -4.66 2.49
26 H -0.51 -3.22 1.24
27 H -1.55 -2.08 2.06
28 H 0.16 -2.00 3.95
29 H -0.12 -0.50 1.43
30 H -0.40 1.04 3.86
31 H -1.25 -0.49 4.05
32 H -1.62 1.67 1.96
33 H -2.15 0.03 1.60
34 H -3.95 0.13 3.07
35 H -3.78 1.83 2.67
36 H -3.30 0.61 5.08
37 H 2.04 0.37 1.51
38 H 1.40 1.28 2.83
39 H 2.34 0.01 4.52
40 H 3.59 0.12 3.30
41 H 2.73 -2.10 4.46
42 H 1.73 -3.55 3.28
43 H 3.13 -3.68 1.51
44 H 1.51 -3.72 0.91
45 H 3.46 -2.52 -0.33
46 H 3.29 -1.20 0.77
47 H 1.19 -0.50 -0.30
48 H 2.22 -1.08 -1.58
49 H -0.88 -1.37 -0.57
50 C -4.73 2.11 -0.66
51 S -2.99 1.69 -0.86
52 O -2.23 2.64 0.00
53 C -2.82 2.27 -2.54
54 H -5.02 1.86 0.36
55 H -4.86 3.18 -0.83
56 H -5.32 1.53 -1.37
57 H -3.08 3.33 -2.58
58 H -3.48 1.69 -3.18
59 H -1.79 2.14 -2.84
60 C -7.17 -5.85 5.50
61 S -5.83 -5.75 4.31
62 O -4.77 -6.69 4.77
63 C -5.26 -4.11 4.75
64 H -7.62 -6.83 5.41
65 H -6.77 -5.71 6.51
66 H -7.91 -5.08 5.27
67 H -4.99 -4.10 5.81
68 H -6.04 -3.37 4.55
69 H -4.39 -3.91 4.14
70 C 2.80 3.43 -2.88
71 S 1.28 3.58 -3.82
72 O 0.23 2.84 -3.05
73 C 1.78 2.54 -5.18
74 H 2.67 3.99 -1.95
75 H 2.99 2.38 -2.66
76 H 3.62 3.86 -3.46
77 H 2.04 1.55 -4.80
78 H 2.62 2.98 -5.70
79 H 0.94 2.46 -5.87
80 C 1.36 2.28 -9.86
81 S 2.92 1.53 -9.38
82 O 3.06 1.74 -7.91
83 C 3.94 2.75 -10.19
84 H 0.56 1.69 -9.41
85 H 1.32 3.30 -9.49
86 H 1.26 2.25 -10.94
87 H 3.68 3.73 -9.79
88 H 3.77 2.72 -11.26
89 H 4.98 2.50 -9.98
90 C 4.91 7.07 -9.58
91 S 3.29 6.50 -9.06
92 O 2.69 5.79 -10.22
93 C 2.51 8.11 -8.99
94 H 5.54 6.20 -9.72
95 H 4.81 7.62 -10.52
96 H 5.33 7.71 -8.80
97 H 2.59 8.59 -9.97
98 H 3.00 8.72 -8.23
99 H 1.47 7.97 -8.73
100 C 0.72 -2.16 9.40
101 S 0.63 -2.64 7.67
102 O 0.83 -1.41 6.85
103 C -1.12 -3.01 7.65
104 H 1.74 -1.85 9.60
105 H 0.03 -1.33 9.58
106 H 0.46 -3.02 10.02
107 H -1.68 -2.12 7.95
108 H -1.33 -3.84 8.32
109 H -1.39 -3.28 6.63

Properties
Total charge: +1
Kohn-Sham gap: 7.701 eV
HOMO: -10.10 eV